No. 1
C7H12N4 | wB97M-V/def2-TZVPD

The geometry in XYZ format:
```
23
Properties=species:S:1:pos:R:3:forces:R:3
N 0.610430 -0.115022 -0.631048 -4.299 -2.305 0.793
H 0.990991 -1.800271 1.236804 -0.585 -0.303 1.116
N -1.729404 1.476994 -0.081893 -0.550 3.123 0.004
C -3.225242 -0.333039 0.605627 -0.212 2.877 0.308
H 2.468442 -0.731806 1.438931 -0.814 -0.363 -0.283
H -0.361086 3.001636 -0.367827 -0.273 -0.104 -0.177
C -1.022361 -0.766590 -0.455414 0.803 3.396 0.785
H -0.299678 -2.460139 -0.531592 -0.237 -0.527 -0.412
N 1.674836 -0.967566 -0.481437 -0.135 0.696 -2.235
C -2.012123 0.185611 0.005353 3.671 -2.122 -1.258
N -1.204836 -1.987962 -0.581753 0.858 -2.309 0.057
H -3.035322 -0.791747 1.537267 -0.074 -1.088 0.797
H 2.604768 -2.286413 0.744821 0.550 -1.068 -0.206
H -3.727743 -0.834525 -0.136723 -1.251 -2.222 -1.215
H 1.830924 2.940456 -0.232038 0.059 -0.759 -0.518
H 2.509128 1.368082 0.319460 0.061 0.772 -1.016
C 1.920065 -1.484092 0.822967 0.412 1.149 0.811
H -3.850863 0.542663 0.753340 -0.126 0.200 0.454
C 1.926207 1.868759 -0.513389 2.156 -0.334 0.365
H 1.310015 -1.612313 -1.153307 1.237 -1.661 -0.235
H 2.496191 1.700166 -1.500949 -0.786 0.381 1.507
C 0.643101 1.162669 -0.462273 0.478 2.813 -0.100
C -0.516431 1.924454 -0.334916 -0.944 -0.243 0.659
```
Forces are in eV/Å.

Properties
E_HOMO (spin up / spin down)   -5.37 / -8.85 eV
Energy above the lowest of the compared OMol25 structures with the same formula, charge and spin   0.0 kJ/mol
Lowest unoccupied orbital energy (spin up / spin down)   0.86 / -1.44 eV
Spin multiplicity   3
E_tot   -492.74874 Eh



No. 2
C7H12N4O | wB97M-V/def2-TZVPD

The geometry in XYZ format:
```
24
Properties=species:S:1:pos:R:3:forces:R:3
N -2.676324 -0.641489 -0.795500 0.163 0.227 0.135
H 3.026623 -1.565473 0.669063 0.099 0.315 -0.163
C 3.321729 -0.611669 0.221410 -0.256 -0.244 0.195
C -3.261247 0.738350 0.895887 -0.384 0.007 0.202
C -1.953422 0.986714 0.573944 0.361 0.332 0.111
H 0.671456 -0.678799 0.397821 0.472 0.800 -0.445
C 2.404493 0.295395 -0.140674 0.832 0.345 -0.183
H -0.787035 0.042723 -0.919912 0.492 -0.099 -0.504
H -4.919315 -2.038671 0.094030 -0.020 0.335 -0.066
H -5.705943 -0.539635 0.651632 0.291 -0.134 -0.250
H -3.863706 1.217722 1.662984 0.244 -0.144 -0.258
H -1.225188 1.694728 0.979672 -0.434 -0.322 -0.145
C -5.003608 -0.956712 -0.086669 -0.247 -0.093 0.096
C 4.777379 -0.374043 0.166955 0.264 0.104 -0.058
H 6.216942 0.653147 -0.790976 -0.400 0.034 -0.017
O 5.569925 -0.986949 0.861983 -0.318 0.170 -0.179
H 2.725974 1.277664 -0.513639 -0.134 -0.413 0.170
H 4.688751 0.735683 -1.559358 0.107 0.023 0.087
N 1.046375 0.122305 -0.138062 -0.644 -0.560 0.596
H -5.437880 -0.815319 -1.084595 0.112 -0.050 0.223
N 5.204045 0.628164 -0.698464 0.258 -0.267 0.094
C -3.664139 -0.291873 0.008361 -0.255 0.061 0.160
H 0.488478 0.960495 -0.019423 0.533 -0.186 0.146
N -1.644353 0.147543 -0.436479 -1.133 -0.243 0.053
```
Forces are in eV/Å.

Properties
E_HOMO   -9.16 eV
Energy above the lowest of the compared OMol25 structures with the same formula, charge and spin   0.0 kJ/mol
Lowest unoccupied orbital energy   0.53 eV
E_tot   -568.18536 Eh



No. 3
C7H12N5 | wB97M-V/def2-TZVPD

The geometry in XYZ format:
```
24
Properties=species:S:1:pos:R:3:forces:R:3
H 1.615358 3.547554 -1.029405 1.533 0.514 1.181
N 1.936381 0.937745 -0.437138 -1.237 2.694 -1.642
C -0.251406 -1.206855 0.007401 0.077 1.443 2.303
N -2.282767 -0.992021 0.725564 -2.359 1.008 0.185
H 1.535745 -2.291592 0.259474 -0.438 1.649 -0.641
H 2.799234 1.503311 -0.209249 -1.257 -0.412 -0.302
C -1.010277 -0.609078 1.028343 0.798 -1.214 -1.825
C -2.269767 -1.763370 -0.396763 0.287 -0.064 0.087
H 3.385874 -1.524500 0.781394 1.002 0.306 0.316
H 0.266483 3.330728 -1.930791 -0.395 -0.159 -0.810
H -4.351885 -1.259917 1.133209 0.443 0.569 -0.037
N 3.276988 -0.564208 0.491701 0.121 -0.050 -0.445
C -3.592279 -0.465086 1.253888 0.695 0.670 2.363
H -3.167348 -2.292911 -0.831214 1.274 0.994 0.596
N -1.024097 -1.863261 -0.797185 -0.727 -2.330 -2.649
H -0.664022 -0.071943 1.861996 -0.209 0.681 0.909
H -3.939310 0.525806 0.809047 0.758 -1.496 0.241
N 1.190724 -1.339939 -0.048452 -0.234 -0.307 0.271
H -3.450701 -0.279006 2.410056 -0.364 -0.416 -2.310
C 0.891180 1.444909 -1.220710 1.434 -0.540 1.150
H 1.795664 2.601957 -2.568498 -0.159 0.531 0.030
C 2.068428 -0.343282 -0.056026 1.175 -1.032 1.413
C 1.187566 2.836292 -1.673984 -1.111 -1.472 -0.452
H 4.054234 0.138666 0.437344 -1.105 -1.566 0.071
```
Forces are in eV/Å.

Properties
E_HOMO   -11.95 eV
Energy above the lowest of the compared OMol25 structures with the same formula, charge and spin   196.1 kJ/mol
Lowest unoccupied orbital energy   -3.82 eV
Net charge   +1
E_tot   -547.37952 Eh



No. 4
C7H12N5 | wB97M-V/def2-TZVPD

The geometry in XYZ format:
```
24
Properties=species:S:1:pos:R:3:forces:R:3
H -3.151704 0.641405 0.915547 0.883 -1.441 -0.730
H -1.266325 -2.678898 1.264744 -1.059 1.422 -0.059
H 2.387270 -2.542349 -0.565304 0.661 -1.941 -0.391
N 4.117863 0.925027 0.855385 1.502 1.996 -0.232
H 3.966934 0.394475 -1.068627 0.150 -0.118 -0.838
C 1.965849 -1.622041 -0.352839 -1.736 3.247 0.420
H -1.814488 3.205432 0.753111 -0.473 0.421 0.912
C -2.189156 0.361746 0.397242 -2.444 0.418 1.176
C -0.202334 0.929782 -0.437166 1.037 -0.292 -1.084
H -2.934054 -2.070486 0.916363 -1.901 -0.386 0.569
H 4.686073 1.737015 0.512904 -0.775 -1.224 1.085
N -1.508230 1.371083 -0.067241 3.940 -2.018 -0.624
H 0.192587 -2.439128 -0.577388 0.283 1.133 -0.481
C -1.868727 2.743481 -0.205728 1.097 0.776 0.177
C -1.962233 -2.089651 0.564117 2.985 -3.433 -0.194
N 0.632827 -1.497626 -0.551901 1.306 -2.509 0.507
N 2.673927 -0.657611 0.159604 -0.309 -0.424 -0.321
N -1.519957 -0.789322 0.293703 1.497 1.562 -0.831
H 3.718578 0.907713 1.782361 0.172 0.156 -0.016
C 3.609343 0.180473 -0.087135 -1.187 -0.572 0.122
H -2.847997 2.736538 -0.606245 -0.908 0.776 -0.581
C -0.228466 -0.447250 -0.284033 -2.652 2.281 1.244
H -1.791690 -2.802202 -0.303534 -1.104 1.174 0.256
H -1.083860 3.308633 -0.769715 -0.965 -1.003 -0.087
```
Forces are in eV/Å.

Properties
E_HOMO   -11.11 eV
Energy above the lowest of the compared OMol25 structures with the same formula, charge and spin   210.9 kJ/mol
Lowest unoccupied orbital energy   -3.38 eV
Net charge   +1
E_tot   -547.37386 Eh



> Among the records above, which one has the highest E_tot?

C7H12N4



> Which formula does entry 4 have?

C7H12N5



Copy entry 3 word for word.
C7H12N5 | wB97M-V/def2-TZVPD

The geometry in XYZ format:
```
24
Properties=species:S:1:pos:R:3:forces:R:3
H 1.615358 3.547554 -1.029405 1.533 0.514 1.181
N 1.936381 0.937745 -0.437138 -1.237 2.694 -1.642
C -0.251406 -1.206855 0.007401 0.077 1.443 2.303
N -2.282767 -0.992021 0.725564 -2.359 1.008 0.185
H 1.535745 -2.291592 0.259474 -0.438 1.649 -0.641
H 2.799234 1.503311 -0.209249 -1.257 -0.412 -0.302
C -1.010277 -0.609078 1.028343 0.798 -1.214 -1.825
C -2.269767 -1.763370 -0.396763 0.287 -0.064 0.087
H 3.385874 -1.524500 0.781394 1.002 0.306 0.316
H 0.266483 3.330728 -1.930791 -0.395 -0.159 -0.810
H -4.351885 -1.259917 1.133209 0.443 0.569 -0.037
N 3.276988 -0.564208 0.491701 0.121 -0.050 -0.445
C -3.592279 -0.465086 1.253888 0.695 0.670 2.363
H -3.167348 -2.292911 -0.831214 1.274 0.994 0.596
N -1.024097 -1.863261 -0.797185 -0.727 -2.330 -2.649
H -0.664022 -0.071943 1.861996 -0.209 0.681 0.909
H -3.939310 0.525806 0.809047 0.758 -1.496 0.241
N 1.190724 -1.339939 -0.048452 -0.234 -0.307 0.271
H -3.450701 -0.279006 2.410056 -0.364 -0.416 -2.310
C 0.891180 1.444909 -1.220710 1.434 -0.540 1.150
H 1.795664 2.601957 -2.568498 -0.159 0.531 0.030
C 2.068428 -0.343282 -0.056026 1.175 -1.032 1.413
C 1.187566 2.836292 -1.673984 -1.111 -1.472 -0.452
H 4.054234 0.138666 0.437344 -1.105 -1.566 0.071
```
Forces are in eV/Å.

Properties
E_HOMO   -11.95 eV
Energy above the lowest of the compared OMol25 structures with the same formula, charge and spin   196.1 kJ/mol
Lowest unoccupied orbital energy   -3.82 eV
Net charge   +1
E_tot   -547.37952 Eh